No. 1
Below is a single CH5NO molecule at a distorted geometry, with properties calculated with ωB97M-V with the def2-TZVPD basis set.

Structure (SMILES): NCO
Energy relative to the best compared isomer or geometry (same formula, charge and spin) in kJ/mol: 58.8
HOMO level in eV: -9.166
Frontier orbital gap in eV: 10.17

Each line ends with the Löwdin charge.
CARTESIAN COORDINATES (ANGSTROEM)
N (0.83873, -0.07643, 0.83319)  -0.026
C (0.01630, 0.55870, -0.17109)  -0.348
O (-0.82690, -0.42565, -0.83262)  -0.096
H (0.80077, 0.17174, 1.82584)  0.064
H (0.90510, -1.11410, 0.67472)  0.094
H (-0.35124, 1.42089, 0.33255)  0.103
H (0.74563, 0.78408, -0.91261)  0.092
H (-1.45399, -0.67466, -0.06537)  0.117

=====

No. 2
Below is 2 unconnected molecules or ions with the total composition CH5NO at a distorted geometry, with properties calculated with ωB97M-V with the def2-TZVPD basis set.

Charge: +1
2S+1: 2
Energy relative to the best compared isomer or geometry (same formula, charge and spin) in kJ/mol: 142.7
HOMO level (alpha / beta) in eV: -15.087 / -15.080
Frontier orbital gap (alpha / beta) in eV: 8.71 / 4.74
Expectation value of S²: 0.760

Each line ends with the Löwdin charge.
CARTESIAN COORDINATES (ANGSTROEM)
C (0.78366, 0.88838, -1.56616)  0.150
N (0.62407, 1.54030, -0.52871)  0.372
H (1.52278, 1.15071, -2.33620)  0.155
H (0.30738, -0.09988, -1.65700)  0.168
H (-0.06767, 1.26086, 0.14119)  0.147
H (-0.37127, -1.97970, 2.19122)  0.036
H (-1.62980, -0.99705, 2.04863)  0.027
O (-1.16914, -1.76364, 1.70704)  -0.056

=====

No. 3
Below is 2 unconnected molecules or ions with the total composition CH5NO2S at a distorted geometry, with properties calculated with ωB97M-V with the def2-TZVPD basis set.

Structure (SMILES): CN=S.OO
Energy relative to the best compared isomer or geometry (same formula, charge and spin) in kJ/mol: 569.0
HOMO level (alpha / beta) in eV: -8.200 / -8.192
Frontier orbital gap (alpha / beta) in eV: 7.23 / 7.22

Each line ends with the Löwdin charge.
CARTESIAN COORDINATES (ANGSTROEM)
C (-2.13196, -1.01840, -1.03622)  -0.244
N (-0.88196, -0.28895, -0.99099)  -0.585
S (0.22863, -0.62823, 0.03813)  0.727
H (-1.85878, -2.04676, -0.69329)  0.062
H (-2.89928, -0.64091, -0.37992)  0.069
H (-2.51377, -0.95411, -2.04902)  0.066
O (2.75814, 1.01628, 1.79347)  -0.110
O (2.47126, 1.45094, 0.51554)  -0.114
H (1.91576, 0.87401, 2.28090)  0.091
H (2.91196, 2.23614, 0.52140)  0.037

=====

No. 4
Below is 2 unconnected molecules or ions with the total composition CH5NO2Si at a distorted geometry, with properties calculated with ωB97M-V with the def2-TZVPD basis set.

Energy relative to the best compared isomer or geometry (same formula, charge and spin) in kJ/mol: 392.9
HOMO level in eV: -10.760
Frontier orbital gap in eV: 10.07

Each line ends with the Löwdin charge.
CARTESIAN COORDINATES (ANGSTROEM)
C (0.95203, -0.14231, -0.62131)  -0.288
N (2.23291, -0.27034, -0.02131)  -0.537
O (2.97826, 0.68276, -0.15762)  0.063
O (2.48446, -1.25889, 0.63436)  0.034
Si (-0.46388, 0.11716, 0.63219)  0.645
H (0.97424, 0.46826, -1.51288)  0.056
H (0.63186, -1.74959, -1.20936)  0.249
H (-0.37544, -0.95271, 1.61704)  -0.070
H (-0.29211, 1.43025, 1.26068)  -0.075
H (-1.68602, 0.07770, -0.16550)  -0.078

=====

No. 5
Below is a single CH5NO2Si molecule at a distorted geometry, with properties calculated with ωB97M-V with the def2-TZVPD basis set.

Structure (SMILES): C[SiH2][N+](=O)[O-]
Energy relative to the best compared isomer or geometry (same formula, charge and spin) in kJ/mol: 179.4
HOMO level in eV: -9.708
Frontier orbital gap in eV: 9.63

Each line ends with the Löwdin charge.
CARTESIAN COORDINATES (ANGSTROEM)
C (-0.37089, 0.35158, 0.62603)  -0.236
Si (0.35106, -0.54029, -0.88383)  0.839
N (-1.03297, -2.15988, -1.14363)  -0.482
O (-2.03483, -1.79060, -1.74260)  -0.066
O (-0.79820, -3.31156, -0.85971)  -0.033
H (-1.49137, 0.11619, 0.69837)  0.081
H (-0.06114, 0.07534, 1.56940)  -0.011
H (-0.29584, 1.36133, 0.58499)  -0.023
H (1.66620, -1.33660, -1.21395)  -0.024
H (-0.30447, 0.14721, -1.99516)  -0.045

=====

No. 6
Below is a single CH5NO3S2 molecule at a distorted geometry, with properties calculated with ωB97M-V with the def2-TZVPD basis set.

Structure (SMILES): CS(=O)(=O)N(O)S
Energy relative to the best compared isomer or geometry (same formula, charge and spin) in kJ/mol: 181.7
HOMO level in eV: -10.007
Frontier orbital gap in eV: 9.94

Each line ends with the Löwdin charge.
CARTESIAN COORDINATES (ANGSTROEM)
C (-0.62840, 0.99365, -0.36750)  -0.118
S (0.87564, -0.03880, -0.00184)  0.550
O (1.44405, 0.24683, 1.29078)  -0.329
O (1.88054, 0.01573, -1.03977)  -0.329
N (0.03274, -1.57447, 0.10791)  -0.531
O (-0.50487, -1.70563, 1.34465)  -0.174
S (1.48947, -2.86773, -0.07871)  0.777
H (-1.57283, 0.45568, -0.64487)  0.076
H (-0.67230, 1.39743, 0.67599)  0.059
H (-0.24360, 1.78535, -1.16257)  0.110
H (0.26372, -1.56125, 2.05108)  0.149
H (2.27698, -2.11969, 0.52749)  -0.240

=====

No. 7
Below is a single CH5NOP2 molecule at a distorted geometry, with properties calculated with ωB97M-V with the def2-TZVPD basis set.

Structure (SMILES): [H]/N=C/O[PH]#[PH2]
Energy relative to the best compared isomer or geometry (same formula, charge and spin) in kJ/mol: 96.6
HOMO level in eV: -9.032
Frontier orbital gap in eV: 9.68

Each line ends with the Löwdin charge.
CARTESIAN COORDINATES (ANGSTROEM)
H (1.92683, 1.19719, 0.65694)  0.062
N (1.21036, 0.52093, 0.35877)  -0.043
C (1.63679, -0.66910, 0.54224)  -0.463
O (0.82711, -1.66859, 0.37587)  -0.416
P (-0.83868, -1.53372, -0.37634)  0.656
P (-1.36836, 0.44754, 0.30080)  0.467
H (2.65982, -1.09988, 0.83582)  0.153
H (-0.29981, -1.38269, -1.59050)  -0.147
H (-0.81394, -0.08985, 1.58984)  -0.080
H (-2.54401, -0.28405, 0.74845)  -0.189

=====

No. 8
Below is a single CH5NOP2 molecule at a distorted geometry, with properties calculated with ωB97M-V with the def2-TZVPD basis set.

Structure (SMILES): [H]/N=C/O[PH]#[PH2]
Energy relative to the best compared isomer or geometry (same formula, charge and spin) in kJ/mol: 85.1
HOMO level in eV: -8.998
Frontier orbital gap in eV: 9.57

Each line ends with the Löwdin charge.
CARTESIAN COORDINATES (ANGSTROEM)
H (-3.16788, -1.19781, -1.12347)  0.085
N (-2.72464, -0.41868, -0.55411)  0.093
C (-1.62152, 0.02075, -0.92372)  -0.438
O (-0.85523, 0.63299, 0.06590)  -0.467
P (0.69355, 1.26064, -0.46802)  0.622
P (1.81399, -0.62951, -0.39079)  0.483
H (-1.07927, -0.24752, -1.84015)  0.093
H (0.19114, 1.24491, -1.72426)  -0.140
H (1.62577, -0.68094, 0.98611)  -0.163
H (3.11725, -0.10306, -0.27166)  -0.169